No. 1
Molecular formula: C11H12INO5P2S2
Method: DFT, wB97M-V/def2-TZVPD

## Properties
Spin multiplicity: 1
E_LUMO, eV: -1.74
HOMO-LUMO gap, eV: 6.44
Total charge: 0
E, eV: -71671.8303
E_HOMO, eV: -8.18

Each line ends with the Löwdin charge.
Positions of all 34 atoms, in Å:
1 C 3.77 1.62 1.74  -0.12
2 C 2.58 1.61 0.67  -0.31
3 C 2.17 0.16 0.13  -0.68
4 I 3.19 -0.39 -1.75  0.79
5 C 0.61 -0.06 -0.07  -0.17
6 C -0.19 -1.29 0.49  -0.20
7 P 0.67 -2.67 1.48  0.76
8 O 0.45 -4.03 0.75  -0.49
9 C -1.74 -1.44 0.27  -0.28
10 P -2.77 -2.89 0.95  0.87
11 O -2.62 -3.00 2.66  -0.35
12 O -2.39 -4.36 0.17  -0.32
13 C -2.56 -0.39 -0.57  -0.48
14 S -4.36 -0.51 -0.90  0.70
15 C -1.74 0.79 -1.15  -0.02
16 C -0.22 0.95 -0.89  0.01
17 C 0.17 2.29 -1.66  -0.40
18 O 1.02 3.16 -1.44  0.02
19 N -0.85 2.28 -2.77  -0.31
20 S -0.64 3.88 -3.45  0.82
21 C -2.15 2.03 -2.07  -0.36
22 O -3.21 2.66 -2.19  0.07
23 H 3.58 0.99 2.67  0.08
24 H 3.93 2.72 2.04  0.09
25 H 4.74 1.32 1.18  0.09
26 H 2.97 2.20 -0.24  0.09
27 H 1.67 2.20 1.04  0.12
28 H 2.54 -0.60 0.90  0.04
29 H 2.09 -2.49 1.57  0.01
30 H 0.18 -2.76 2.83  0.02
31 H -3.31 -3.64 2.95  0.06
32 H -1.79 -4.14 -0.59  0.05
33 H -4.51 -0.92 -2.23  -0.09
34 H -1.27 4.72 -2.52  -0.07



No. 2
Molecular formula: C11H12LuN3O5P
Method: DFT, wB97M-V/def2-TZVPD

## Properties
Spin multiplicity: 1
E_LUMO (spin up / spin down), eV: -13.66 / -13.87
HOMO-LUMO gap (spin up / spin down), eV: 4.50 / 3.78
Total charge: +3
E, eV: -69185.0436
E_HOMO (spin up / spin down), eV: -18.15 / -17.65

Each line ends with the Löwdin charge.
Positions of all 33 atoms, in Å:
1 O 0.01 4.28 -0.27  0.11
2 C -0.02 3.15 -0.10  0.02
3 Lu -0.01 -0.63 0.01  1.17
4 O 0.00 0.07 -3.54  0.22
5 C 0.00 -0.13 -2.40  0.02
6 C 0.00 -2.84 0.10  -0.02
7 O 0.00 -3.98 -0.06  0.26
8 C -2.35 -0.13 -0.03  0.00
9 O -3.50 0.05 -0.11  0.22
10 C 2.32 -0.11 0.03  -0.01
11 O 3.47 0.07 -0.05  0.22
12 C 1.19 0.39 5.56  -0.12
13 N 1.16 1.43 4.49  -0.08
14 C -0.13 2.17 4.61  -0.12
15 N -1.31 1.26 4.50  -0.08
16 C -1.20 0.22 5.57  -0.12
17 N 0.06 -0.54 5.49  -0.12
18 C 0.11 -1.39 4.31  -0.29
19 P 0.04 -0.42 2.75  0.87
20 C 1.32 0.86 3.15  -0.33
21 C -1.39 0.68 3.16  -0.34
22 H 1.19 0.88 6.54  0.16
23 H 2.13 -0.19 5.43  0.15
24 H -0.18 2.92 3.81  0.14
25 H -0.16 2.67 5.61  0.16
26 H -2.05 -0.48 5.44  0.15
27 H -1.25 0.71 6.55  0.16
28 H 1.05 -1.97 4.30  0.12
29 H -0.74 -2.09 4.31  0.12
30 H 1.26 1.66 2.40  0.08
31 H 2.30 0.36 3.08  0.11
32 H -2.31 0.07 3.08  0.11
33 H -1.44 1.49 2.41  0.08



No. 3
Molecular formula: C11H12N
Method: DFT, wB97M-V/def2-TZVPD

## Properties
Relative energy (zero: lowest compared OMol25 entry of this formula, charge and spin), eV: 8.219
Spin multiplicity: 1
E_LUMO, eV: -3.47
HOMO-LUMO gap, eV: 7.96
Total charge: +1
E, eV: -13076.3137
E_HOMO, eV: -11.43

Each line ends with the Löwdin charge.
Positions of all 24 atoms, in Å:
1 C -0.43 -2.89 -2.06  -0.02
2 C -0.26 -1.54 -2.05  0.02
3 C -0.27 -3.70 -1.09  -0.05
4 C -0.18 -2.89 0.34  -0.02
5 C 0.10 -0.66 -1.24  0.05
6 C -0.03 -1.67 0.51  0.04
7 C 1.42 1.77 0.07  -0.16
8 C 1.41 0.41 0.63  -0.16
9 C 0.07 2.56 0.39  -0.05
10 C -1.17 0.47 0.62  -0.07
11 C 0.14 -0.24 0.21  -0.45
12 N -1.22 1.77 -0.02  0.05
13 H -0.46 -4.81 -1.15  0.13
14 H -0.19 -3.73 1.00  0.11
15 H 2.16 2.44 0.64  0.16
16 H 1.61 1.79 -1.03  0.13
17 H 2.32 -0.22 0.08  0.21
18 H 1.56 0.36 1.74  0.15
19 H -0.10 2.53 1.42  0.11
20 H 0.15 3.52 -0.03  0.12
21 H -2.06 0.07 0.14  0.15
22 H -1.21 0.51 1.71  0.16
23 H -2.01 2.43 0.23  0.21
24 H -1.35 1.71 -1.05  0.19



No. 4
Molecular formula: C11H12N2O6
Method: DFT, wB97M-V/def2-TZVPD

## Properties
Relative energy (zero: lowest compared OMol25 entry of this formula, charge and spin), eV: 0.000
Spin multiplicity: 1
E_LUMO, eV: 0.34
HOMO-LUMO gap, eV: 9.54
Total charge: 0
E, eV: -26868.4748
E_HOMO, eV: -9.20

Each line ends with the Löwdin charge.
Positions of all 31 atoms, in Å:
1 O 0.66 -1.44 3.94  0.11
2 C 0.92 -0.48 3.27  -0.55
3 O 2.15 -0.22 2.82  0.12
4 H 2.77 -0.92 3.10  0.14
5 C -0.06 0.58 2.83  -0.08
6 H -0.22 1.25 3.68  0.14
7 H 0.38 1.16 2.02  0.12
8 C -1.41 -0.02 2.42  -0.10
9 H -2.10 0.79 2.18  0.12
10 H -1.82 -0.61 3.24  0.13
11 C -1.30 -0.92 1.17  -0.20
12 N -0.63 -0.26 0.08  0.11
13 C -1.28 0.59 -0.76  -0.44
14 O -2.44 0.90 -0.60  0.09
15 C -0.44 1.11 -1.88  -0.11
16 C 0.57 0.37 -2.49  0.05
17 C 1.29 0.94 -3.53  -0.29
18 C 0.96 2.24 -3.92  -0.07
19 N 0.00 2.94 -3.35  0.08
20 C -0.68 2.40 -2.36  -0.09
21 H -1.46 3.00 -1.92  0.12
22 H 1.50 2.71 -4.73  0.12
23 O 2.28 0.29 -4.19  0.06
24 H 2.39 -0.61 -3.83  0.11
25 H 0.78 -0.65 -2.18  0.13
26 H 0.34 -0.51 -0.06  0.13
27 C -0.52 -2.18 1.50  -0.51
28 O 0.58 -2.42 1.07  0.11
29 O -1.19 -2.98 2.32  0.14
30 H -0.64 -3.73 2.61  0.15
31 H -2.31 -1.19 0.86  0.17



What is the E in the third record?
-13076.3137 eV



Which value of E does entry 2 give?
-69185.0436 eV



Which formula does entry 1 have?
C11H12INO5P2S2